Run A
C5H9NO2 | ωB97M-V with the def2-TZVPD basis set

Geometry as ORCA input:
```
! wB97M-V def2-TZVPD RIJCOSX def2/J DEFGRID3
* xyz 0 1
C -0.987 0.930 -2.541
C -1.102 -0.008 -0.250
C -0.366 -0.280 1.058
C 1.401 -0.600 2.224
C 0.622 -0.835 0.099
H -1.839 0.150 -2.695
H -1.291 2.089 -2.703
H 0.084 0.659 -2.715
H -0.061 1.389 -0.852
H -2.005 -0.515 -0.246
H -0.754 -1.064 1.618
H 2.627 -0.468 2.092
H 1.493 -1.014 3.273
H 1.282 -0.174 -0.476
N -0.850 1.011 -1.106
O 0.555 0.368 2.124
O 1.188 -1.640 1.095
*
```

- orbital gap (eV) = 8.660

Here are the Löwdin charges for atoms 1 to 4, given in e:
1 C -0.06
2 C -0.05
3 C -0.18
4 C -0.31


Run B
C5H9NO2 | ωB97M-V with the def2-TZVPD basis set

Geometry as ORCA input:
```
! wB97M-V def2-TZVPD RIJCOSX def2/J DEFGRID3
* xyz 0 1
C -0.920 -1.016 -1.036
C 1.390 1.100 -0.784
N -0.150 -0.761 0.185
C 1.240 0.011 0.242
O -0.017 -1.998 0.875
O 2.177 -0.582 0.751
H 0.931 -1.991 1.135
H -1.908 -1.379 -0.754
H -0.403 -1.775 -1.624
H -1.031 -0.090 -1.597
H 2.045 1.869 -0.370
H 1.840 0.688 -1.691
H 0.438 1.564 -1.035
C -0.975 0.553 1.340
C -2.099 1.070 1.325
H -2.714 1.942 1.426
H 0.155 0.796 1.611
*
```

- orbital gap (eV) = 7.246

Here are the Löwdin charges for atoms 1 to 4, given in e:
1 C -0.04
2 C 0.01
3 N -0.26
4 C -0.39


It is run B that is most stable; the runner-up trails by 0.0518 hartree.


Run A
C5H9NO2 | ωB97M-V with the def2-TZVPD basis set

Geometry as ORCA input:
```
! wB97M-V def2-TZVPD RIJCOSX def2/J DEFGRID3
* xyz 0 1
C -0.383 -0.332 0.378
C 0.153 0.320 -0.641
C -1.787 -0.256 0.839
C 0.452 -1.258 1.162
C 1.607 0.247 -1.005
N -0.483 1.490 -1.279
O 0.251 2.266 -1.774
O -1.698 1.583 -1.337
H -1.910 0.766 1.011
H -1.780 -0.747 1.826
H -2.446 -0.578 0.017
H 0.352 -1.032 2.280
H 1.434 -0.910 0.848
H 0.303 -2.299 1.057
H 2.210 0.688 -0.293
H 2.091 -0.700 -1.160
H 1.635 0.751 -1.929
*
```

- orbital gap (eV) = 10.091
- SMILES string = CC(C)=C(C)[N+](=O)[O-]

Here are the Löwdin charges for atoms 1 to 4, given in e:
1 C -0.29
2 C -0.14
3 C -0.03
4 C -0.04


Run B
C5H9NO2 | ωB97M-V with the def2-TZVPD basis set

Geometry as ORCA input:
```
! wB97M-V def2-TZVPD RIJCOSX def2/J DEFGRID3
* xyz 0 1
C -1.088 0.823 0.335
C 1.675 0.696 0.028
C 1.898 -0.555 -0.376
C -1.358 -0.266 1.331
O -1.373 0.720 -0.866
O -1.010 2.035 0.901
C -0.262 -1.562 -1.967
N 0.122 -2.631 -2.152
H -0.854 -0.587 -1.613
H -0.958 2.720 0.212
H 1.464 0.916 1.057
H 1.995 1.539 -0.567
H 2.431 -0.791 -1.298
H 1.596 -1.405 0.230
H -0.529 -0.960 1.363
H -2.227 -0.830 1.027
H -1.523 0.139 2.353
*
```

- orbital gap (eV) = 10.585
- SMILES string = CC(=O)O.C#N.C=C

Here are the Löwdin charges for atoms 1 to 4, given in e:
1 C -0.56
2 C -0.09
3 C -0.09
4 C 0.03


It is run B that is most stable; the runner-up trails by 0.0831 hartree.


Run A
C5H9NO2 | ωB97M-V with the def2-TZVPD basis set

Geometry as ORCA input:
```
! wB97M-V def2-TZVPD RIJCOSX def2/J DEFGRID3
* xyz 0 1
C 1.595 -0.469 -1.063
C -1.574 1.398 -0.618
N 0.468 0.232 -1.294
C 0.668 -0.287 1.513
C -0.613 0.263 -0.529
C -0.588 -0.639 0.652
O 1.170 -1.321 2.244
O 0.933 0.845 1.815
H 0.884 -2.176 1.901
H 0.528 0.965 -1.995
H 2.440 -0.250 -1.687
H 1.569 -1.463 -0.654
H -1.380 2.015 -1.496
H -2.603 1.041 -0.664
H -1.490 2.036 0.266
H -0.523 -1.688 0.346
H -1.483 -0.502 1.263
*
```

- orbital gap (spin up / spin down) (eV) = 7.469 / 7.469

Here are the Löwdin charges for atoms 1 to 4, given in e:
1 C -0.04
2 C -0.04
3 N -0.02
4 C -0.54


Run B
C5H9NO2 | ωB97M-V with the def2-TZVPD basis set

Geometry as ORCA input:
```
! wB97M-V def2-TZVPD RIJCOSX def2/J DEFGRID3
* xyz 0 1
C -0.671 -1.398 -0.608
C 1.336 1.037 -0.022
C -0.811 -0.375 0.538
C -0.105 0.963 0.402
N 0.131 -1.335 -1.669
C -0.801 2.043 0.749
O 0.389 -1.597 0.942
O -1.914 -0.460 1.126
H -0.110 -2.009 1.660
H -1.569 -2.006 -0.722
H 0.114 -2.103 -2.331
H 1.055 -0.941 -1.533
H 1.904 0.195 0.372
H 1.433 1.058 -1.113
H 1.793 1.961 0.334
H -0.352 3.027 0.779
H -1.821 1.941 1.096
*
```

- orbital gap (eV) = 9.332

Here are the Löwdin charges for atoms 1 to 4, given in e:
1 C -0.05
2 C -0.07
3 C -0.54
4 C -0.26


It is run A that is most stable; the runner-up trails by 0.0300 hartree.


Run A
C5H9NO2 | ωB97M-V with the def2-TZVPD basis set

Geometry as ORCA input:
```
! wB97M-V def2-TZVPD RIJCOSX def2/J DEFGRID3
* xyz 0 1
C 1.123 -1.233 -0.116
C -0.319 -0.828 -0.036
C -2.199 0.003 0.141
C 0.660 1.439 0.115
C 1.767 0.261 -0.183
H 1.396 -1.765 0.832
H 1.372 -1.906 -0.974
H -0.300 -0.179 0.896
H -0.392 -0.316 -0.869
H -2.081 0.031 1.263
H -3.197 -0.110 -0.361
H 1.255 2.191 0.604
H 2.036 0.360 -1.249
H 2.510 0.441 0.499
N -0.546 1.789 0.090
O -1.571 -1.265 -0.031
O -1.515 1.088 -0.621
*
```

- orbital gap (eV) = 10.348
- SMILES string = C1=N\OCOCCC/1

Here are the Löwdin charges for atoms 1 to 4, given in e:
1 C -0.11
2 C -0.39
3 C -0.13
4 C -0.12


Run B
C5H9NO2 | ωB97M-V with the def2-TZVPD basis set

Geometry as ORCA input:
```
! wB97M-V def2-TZVPD RIJCOSX def2/J DEFGRID3
* xyz 0 1
C -0.453 -1.133 0.217
C -1.473 -0.603 -0.743
C 1.893 1.437 -1.025
C 1.115 1.465 0.257
N -0.796 -2.215 1.116
C -1.261 0.216 0.462
O 1.438 1.009 1.330
O -2.019 0.399 1.399
H 0.580 -1.135 -0.102
H -1.696 -2.030 1.563
H -0.109 -2.290 1.864
H -2.420 -1.127 -0.812
H -1.111 -0.192 -1.675
H 0.019 1.908 0.161
H 2.477 2.356 -1.115
H 1.228 1.337 -1.883
H 2.589 0.596 -1.013
*
```

- orbital gap (eV) = 7.893
- SMILES string = N[C@H]1CC1=O.CC=O

Here are the Löwdin charges for atoms 1 to 4, given in e:
1 C -0.28
2 C -0.05
3 C -0.04
4 C -0.35


Run C
C5H9NO2 | ωB97M-V with the def2-TZVPD basis set

Geometry as ORCA input:
```
! wB97M-V def2-TZVPD RIJCOSX def2/J DEFGRID3
* xyz 0 1
C 1.372 -1.777 -0.387
C 1.444 1.276 -0.046
C -1.213 1.236 0.483
C -0.031 -0.812 -0.297
C 0.227 0.429 -0.009
N -2.460 0.719 0.348
O -1.147 -1.577 -0.393
O -1.063 2.362 0.923
H -1.482 -1.720 0.514
H -2.702 0.019 -0.338
H -3.235 1.311 0.627
H 1.098 -2.797 -0.667
H 1.901 -1.774 0.569
H 2.028 -1.404 -1.176
H 2.012 1.123 -0.969
H 1.159 2.333 0.011
H 2.094 1.053 0.805
*
```

- orbital gap (eV) = 9.902
- SMILES string = C/C(O)=C(\C)C(N)=O

Here are the Löwdin charges for atoms 1 to 4, given in e:
1 C 0.00
2 C -0.06
3 C -0.42
4 C -0.31


It is run C that is most stable; the runner-up trails by 0.0886 hartree.


Run A
C5H9NO2 | ωB97M-V with the def2-TZVPD basis set

Geometry as ORCA input:
```
! wB97M-V def2-TZVPD RIJCOSX def2/J DEFGRID3
* xyz 0 1
C 2.533 -1.235 0.109
C 0.611 0.326 -0.049
C -0.442 -0.745 0.408
C -1.890 -0.656 0.034
C -2.404 0.910 0.262
H 2.743 -1.841 -1.017
H 3.499 -1.010 0.581
H 2.052 -1.616 1.020
H 1.300 2.086 -0.791
H -0.404 1.675 -0.968
H -0.162 -1.733 0.247
H -3.495 1.272 0.053
H -2.012 0.742 1.459
H -1.657 1.714 -0.528
N 0.450 1.697 -0.062
O 1.883 0.072 -0.276
O -2.603 -1.658 -0.481
*
```

- orbital gap (eV) = 8.617

Here are the Löwdin charges for atoms 1 to 4, given in e:
1 C -0.01
2 C -0.41
3 C -0.01
4 C -0.41


Run B
C5H9NO2 | ωB97M-V with the def2-TZVPD basis set

Geometry as ORCA input:
```
! wB97M-V def2-TZVPD RIJCOSX def2/J DEFGRID3
* xyz 0 1
C 0.969 0.257 1.646
C 0.171 -0.118 -0.457
C 0.861 -0.773 -1.417
C 1.621 -2.064 -1.193
C -0.651 1.041 -0.828
H 0.651 1.298 1.613
H 1.067 -0.168 2.630
H 1.957 0.252 1.221
H 0.744 -0.399 -2.434
H 2.599 -1.993 -1.653
H 1.139 -2.916 -1.696
H 1.723 -2.246 -0.116
H -0.426 1.587 -1.744
H -1.637 0.082 1.190
N -1.568 1.578 -0.112
O 0.167 -0.561 0.814
O -1.999 0.985 1.095
*
```

- orbital gap (eV) = 9.791
- SMILES string = C/C=C(/C=N\O)OC

Here are the Löwdin charges for atoms 1 to 4, given in e:
1 C -0.05
2 C -0.35
3 C -0.05
4 C -0.07


Run C
C5H9NO2 | ωB97M-V with the def2-TZVPD basis set

Geometry as ORCA input:
```
! wB97M-V def2-TZVPD RIJCOSX def2/J DEFGRID3
* xyz 0 1
O 2.761 -0.653 -0.159
C 1.853 -0.271 -0.946
C 1.009 0.913 -0.481
C 0.322 -0.460 -0.383
C -2.111 -1.332 0.843
C -2.414 -0.049 0.323
O -2.400 0.343 -0.844
N 1.452 1.587 0.664
H 1.971 -0.610 -1.976
H 0.573 1.524 -1.265
H -0.318 -0.848 -1.159
H 0.263 -0.876 0.612
H -2.363 -1.533 1.875
H -1.638 -2.132 0.291
H -2.806 0.700 1.042
H 1.627 2.559 0.431
H 2.219 1.138 1.132
*
```

- orbital gap (eV) = 4.209

Here are the Löwdin charges for atoms 1 to 4, given in e:
1 O 0.04
2 C -0.34
3 C -0.28
4 C 0.03


It is run B that is most stable; the runner-up trails by 0.1395 hartree.


Run A
C4H12N2O | ωB97M-V with the def2-TZVPD basis set

Geometry as ORCA input:
```
! wB97M-V def2-TZVPD RIJCOSX def2/J DEFGRID3
* xyz 1 2
C 0.255 -1.546 1.122
C -0.883 -0.526 1.199
C -0.984 0.268 -0.057
C -1.478 1.555 -0.178
N -2.036 1.995 -1.308
N 1.536 -0.880 1.217
H 0.078 -2.153 0.232
H 0.144 -2.153 2.031
H -1.769 -1.108 1.445
H -0.718 0.146 2.051
H -0.096 0.040 -0.685
H -1.479 2.220 0.685
H -2.627 2.807 -1.234
H -1.803 1.385 -2.078
H 2.271 -1.504 0.943
H 1.553 0.025 0.779
H 3.175 -0.758 -2.061
H 2.053 0.114 -2.334
O 2.808 0.073 -1.769
*
```

- orbital gap (spin up / spin down) (eV) = 7.858 / 5.871

Here are the Löwdin charges for atoms 1 to 4, given in e:
1 C -0.29
2 C -0.18
3 C 0.02
4 C -0.05


Run B
C4H12N2O | ωB97M-V with the def2-TZVPD basis set

Geometry as ORCA input:
```
! wB97M-V def2-TZVPD RIJCOSX def2/J DEFGRID3
* xyz 1 2
C 1.550 1.999 -1.051
C 1.380 0.989 0.137
C 0.020 0.422 0.082
C -0.243 -0.868 -0.424
N 0.837 -1.678 -0.725
N -0.980 1.151 0.562
H 2.227 1.562 -1.778
H 0.607 2.213 -1.547
H 1.917 2.959 -0.700
H 2.123 0.197 0.069
H 1.649 1.457 1.051
H -1.194 -1.329 -0.641
H 0.578 -2.650 -0.556
H 1.279 -1.674 -1.645
H -1.871 0.702 0.729
H -0.785 1.917 1.195
H -2.985 -1.718 1.434
H -2.721 -3.101 2.112
O -3.388 -2.549 1.697
*
```

- orbital gap (spin up / spin down) (eV) = 10.401 / 8.094

Here are the Löwdin charges for atoms 1 to 4, given in e:
1 C -0.04
2 C -0.15
3 C -0.26
4 C -0.03


It is run B that is most stable; the runner-up trails by 0.0437 hartree.


Run A
C3H4F2O | ωB97M-V with the def2-TZVPD basis set

Geometry as ORCA input:
```
! wB97M-V def2-TZVPD RIJCOSX def2/J DEFGRID3
* xyz 0 1
C 0.022 0.708 -0.500
C -0.421 -0.398 -1.328
C 0.361 -0.041 1.543
O 0.883 -0.062 -1.288
F -0.825 -1.522 -0.763
F -1.068 -0.080 -2.455
H -0.052 1.768 -0.446
H 0.991 -0.707 1.205
H -0.682 -0.425 1.841
H 0.791 0.758 2.191
*
```

- orbital gap (eV) = 10.369

Here are the Löwdin charges for atoms 1 to 4, given in e:
1 C 0.00
2 C -0.64
3 C 0.08
4 O 0.11


Run B
C3H4F2O | ωB97M-V with the def2-TZVPD basis set

Geometry as ORCA input:
```
! wB97M-V def2-TZVPD RIJCOSX def2/J DEFGRID3
* xyz 0 1
C -0.825 1.060 0.479
C -0.293 0.013 -0.096
C 1.836 -0.139 0.052
O 2.199 -0.474 -1.251
F 2.178 -1.080 1.008
F 2.258 1.139 0.514
H -1.970 1.027 0.730
H -0.091 1.899 0.692
H -0.581 -0.910 -0.501
H 3.130 -0.647 -1.539
*
```

- orbital gap (eV) = 10.512

Here are the Löwdin charges for atoms 1 to 4, given in e:
1 C -0.07
2 C 0.01
3 C -0.39
4 O 0.03


It is run B that is most stable; the runner-up trails by 0.0253 hartree.


Run A
C6H14O | ωB97M-V with the def2-TZVPD basis set

Geometry as ORCA input:
```
! wB97M-V def2-TZVPD RIJCOSX def2/J DEFGRID3
* xyz 1 2
C -1.396 -1.103 1.804
C -1.059 -0.134 0.708
C -1.056 -0.815 -0.669
C -0.396 -0.078 -1.837
C 1.817 1.142 -1.489
C 1.062 0.028 -1.443
H -1.648 -0.716 2.792
H -2.261 -1.687 1.472
H -0.580 -1.783 2.072
H -0.149 0.458 0.850
H -1.892 0.581 0.676
H -0.659 -1.825 -0.516
H -2.114 -0.956 -0.923
H -0.415 -0.799 -2.655
H -0.774 0.922 -2.020
H 1.298 2.115 -1.532
H 2.680 1.269 -2.137
H 1.524 -0.947 -1.251
H 2.237 0.940 1.419
H 1.491 1.845 2.538
O 2.287 1.543 2.141
*
```

- orbital gap (spin up / spin down) (eV) = 9.101 / 6.135

Here are the Löwdin charges for atoms 1 to 4, given in e:
1 C -0.10
2 C -0.26
3 C -0.20
4 C -0.11


Run B
C6H14O | ωB97M-V with the def2-TZVPD basis set

Geometry as ORCA input:
```
! wB97M-V def2-TZVPD RIJCOSX def2/J DEFGRID3
* xyz 1 2
C -2.032 0.268 0.336
C -1.562 -0.740 -0.685
C -0.136 -1.443 -0.561
C 0.937 -0.490 -0.161
C 1.258 0.446 -1.167
C 1.743 -0.543 1.108
H -1.394 1.219 0.392
H -3.047 0.534 0.048
H -2.006 -0.111 1.360
H -1.675 -0.421 -1.727
H -2.164 -1.660 -0.671
H 0.129 -1.847 -1.541
H -0.256 -2.299 0.108
H 2.303 0.684 -1.355
H 0.757 0.332 -2.124
H 2.009 -1.579 1.337
H 1.253 -0.058 1.944
H 2.734 -0.156 0.823
H 0.582 0.958 -0.217
H -0.027 2.955 0.523
O -0.018 2.065 0.916
*
```

- orbital gap (spin up / spin down) (eV) = 10.530 / 8.415

Here are the Löwdin charges for atoms 1 to 4, given in e:
1 C -0.06
2 C -0.20
3 C -0.12
4 C -0.27


It is run A that is most stable; the runner-up trails by 0.0285 hartree.